DFT (ωB97M-V/def2-TZVPD) results for a 2-piece molecular cluster, CHF2NO2 overall at a distorted geometry.

Each line ends with the Mulliken charge.
Positions of all 7 atoms, in Å:
C (-0.12252, 0.24702, -0.62831)  0.23
N (-0.06191, -0.54590, 0.68273)  0.82
O (0.86861, -1.34788, 0.78466)  -0.48
O (-0.84228, -0.10825, 1.50681)  -0.47
F (-1.24860, 0.81789, -0.85433)  -0.17
F (0.32064, -0.42070, -1.63608)  -0.18
H (1.08605, 1.35781, 0.14451)  0.25

Properties
E_HOMO: -11.15 eV
Kohn-Sham gap: 9.85 eV
Energy relative to the best compared isomer or geometry (same formula, charge and spin): 337.0 kJ/mol



DFT (ωB97M-V/def2-TZVPD) results for one molecule with the formula C3H6O3.

Each line ends with the Mulliken charge.
Positions of all 12 atoms, in Å:
C (1.03893, -1.07350, 0.64010)  -0.89
C (0.15615, -0.16535, 0.24231)  0.61
C (-1.34365, -0.27072, 0.47076)  -0.40
O (-2.06559, 0.89717, 0.17281)  -0.52
O (0.43306, 1.00097, -0.42312)  -0.19
O (1.83996, 1.19776, -0.50825)  -0.37
H (0.68580, -1.94183, 1.18702)  0.25
H (2.09526, -0.98021, 0.42947)  0.32
H (-1.50851, -0.59413, 1.50888)  0.27
H (-1.75390, -1.04408, -0.18369)  0.27
H (-1.58478, 1.64669, 0.54468)  0.32
H (1.93476, 1.29668, -1.46798)  0.33

Properties
E_HOMO: -9.08 eV
Kohn-Sham gap: 9.87 eV
SMILES: C=C(CO)OO
Energy relative to the best compared isomer or geometry (same formula, charge and spin): 426.6 kJ/mol